Density functional theory data (ωB97M-V/def2-TZVPD) for a molecular structure, C29H33As2KN6O5S2.

Values from the calculation:
E_HOMO = -2.30 eV
HOMO-LUMO gap = 6.2090 eV
Relative energy (zero: lowest compared OMol25 entry of this formula, charge and spin) = 0.113 eV

The geometry in ORCA input format:
```
! RIJCOSX wB97M-V def2-TZVPD def2/J DEFGRID3
* xyz -2 1
K 0.52739 1.20606 1.09018
N 2.31135 -2.55774 -2.51929
C 2.15667 -1.82699 -1.33963
S 2.50184 -0.15638 -1.43057
N 1.76610 -2.56867 -0.33601
N 1.43505 -1.86287 0.79040
C 1.62212 -2.48117 1.89987
C 2.28181 -3.80651 2.04079
C 3.49759 -4.07116 1.41020
C 4.11418 -5.30142 1.56001
C 3.52218 -6.29400 2.33237
C 2.31294 -6.04140 2.96156
C 1.70247 -4.80268 2.82073
C 1.13887 -1.81087 3.13858
C 1.75816 -2.01967 4.37172
C 1.29473 -1.32423 5.47718
C 0.23525 -0.44685 5.32718
C -0.32615 -0.30716 4.06401
N 0.10486 -0.97640 3.00161
H 2.94664 -2.14918 -3.18182
H 2.38441 -3.55352 -2.37340
H 3.94526 -3.29741 0.80025
H 5.05934 -5.48989 1.06488
H 4.00440 -7.25845 2.44020
H 1.84119 -6.80855 3.56395
H 0.76015 -4.60578 3.31794
H 2.60102 -2.69324 4.44754
H 1.77606 -1.45307 6.43962
H -0.14092 0.14468 6.15030
H -1.11837 0.40909 3.87970
O -0.52408 4.30843 1.22972
S -0.00733 3.72762 2.49652
O -0.03677 4.68572 3.60267
O -0.86360 2.52887 2.83101
O 1.38103 3.22135 2.23791
C -3.67129 3.53887 1.26246
As -2.68547 1.99594 0.59361
C -3.49680 0.65630 1.78977
C -3.78048 1.53011 -1.00066
C -5.12203 1.88600 -1.13479
C -5.85739 1.52903 -2.25488
C -5.25303 0.79741 -3.26679
C -3.91889 0.43702 -3.14880
C -3.16759 0.80052 -2.03181
As -1.25326 0.30057 -1.86298
C -0.87663 -0.14638 -3.74809
C -1.54568 -1.53689 -1.21725
H -4.69921 3.27572 1.52424
H -3.65677 4.32679 0.51112
H -3.11970 3.87615 2.13747
H -4.58609 0.66129 1.70833
H -3.19523 0.91402 2.80424
H -3.11675 -0.33509 1.54102
H -5.60375 2.45750 -0.34826
H -6.89873 1.82114 -2.33991
H -5.81825 0.51256 -4.14768
H -3.45421 -0.12970 -3.94768
H -1.32568 -1.09472 -4.05049
H 0.20779 -0.21660 -3.83524
H -1.23902 0.65949 -4.38702
H -2.45634 -1.94868 -1.65499
H -1.61335 -1.54660 -0.12942
H -0.67953 -2.13361 -1.50236
N 4.44457 1.69749 -3.57084
C 3.47072 2.41180 -4.21562
O 3.48503 2.55503 -5.43030
C 2.40214 2.96005 -3.34060
C 2.54846 3.11941 -1.96324
C 1.44600 3.48779 -1.21850
C 0.23958 3.70244 -1.87424
N 0.09960 3.62569 -3.19936
C 1.16737 3.26251 -3.90338
H 5.01704 1.15595 -4.19748
H 4.18936 1.24582 -2.70309
H 3.48651 2.92519 -1.45804
H 1.51293 3.58029 -0.13998
H -0.63199 3.95874 -1.28123
H 1.04021 3.15713 -4.97506
*
```

Density functional theory data (ωB97M-V/def2-TZVPD) for a molecular structure, C29H33CrF9IN3O2Te.

Values from the calculation:
⟨S²⟩ = 0.845
E_HOMO (alpha / beta) = -3.61 / -3.63 eV
HOMO-LUMO gap (alpha / beta) = 5.6580 / 5.8009 eV
Relative energy (zero: lowest compared OMol25 entry of this formula, charge and spin) = 2.488 eV

The geometry in ORCA input format:
```
! RIJCOSX wB97M-V def2-TZVPD def2/J DEFGRID3
* xyz -1 2
Cr -0.65031 -1.26357 1.67165
I 0.00201 -0.02854 4.88576
C -1.12215 -1.47149 3.66967
H -2.15017 -1.26757 3.97315
H -0.84256 -2.42002 4.13179
C 1.84388 -4.33022 1.65088
C 1.64440 -3.14037 0.72389
O 2.16659 -3.22265 -0.41212
N 1.01645 -2.07468 1.21592
Te 0.97895 -0.66330 -0.54188
C 1.75741 0.81626 -2.15352
C 2.93000 1.57056 -2.05988
C 3.84679 1.45544 -0.87142
C 3.28970 2.43444 -3.09455
C 2.52696 2.55165 -4.24542
C 2.91573 3.51345 -5.33799
C 1.40267 1.74452 -4.36627
C 1.02056 0.87721 -3.34835
C -0.19476 0.00564 -3.54971
C 1.21765 0.95906 0.86044
C 2.15538 0.91067 1.91360
C 3.11145 -0.23118 2.12150
C 2.21512 1.94993 2.83513
C 1.40096 3.06622 2.73922
C 1.42538 4.13456 3.79607
C 0.53523 3.14273 1.65968
C 0.43867 2.12464 0.71899
C -0.49138 2.33337 -0.44510
H 2.90256 -4.58575 1.64523
H 1.28535 -5.18122 1.26693
H 1.50982 -4.09636 2.66025
H 3.86440 0.42193 -0.52767
H 3.50751 2.08075 -0.04351
H 4.85844 1.76263 -1.14085
H 4.19874 3.02181 -2.99799
H 3.89358 3.94910 -5.13394
H 2.19024 4.32709 -5.41025
H 2.95283 3.01083 -6.30589
H 0.81029 1.78760 -5.27684
H -0.53054 0.04333 -4.58675
H -1.02043 0.32999 -2.91034
H 0.03431 -1.02895 -3.29115
H 3.28360 -0.78592 1.20171
H 2.69699 -0.92977 2.85045
H 4.06529 0.13762 2.50517
H 2.90648 1.86969 3.66739
H 2.42911 4.27541 4.19743
H 0.77714 3.84510 4.62724
H 1.06672 5.08312 3.39655
H -0.09641 4.01883 1.54668
H -1.30534 3.00789 -0.16859
H -0.90443 1.38212 -0.77930
H 0.05289 2.76947 -1.28521
F -4.33018 -2.30300 -0.27135
C -3.77049 -3.41611 -0.78761
F -3.84967 -3.29045 -2.12513
F -4.58934 -4.43133 -0.44851
C -2.26388 -3.58116 -0.30956
O -1.58551 -2.43904 -0.37036
C -1.64447 -4.69542 -1.22430
F -0.57528 -5.27037 -0.65919
F -2.50772 -5.70252 -1.50776
F -1.26368 -4.17673 -2.39300
C -2.37459 -4.14945 1.14971
F -3.11432 -3.29861 1.90088
F -2.94470 -5.36215 1.25792
F -1.18865 -4.24152 1.75573
C -4.69310 1.30867 -0.76712
N -3.76248 1.01651 0.29371
C -3.66628 1.65552 1.50939
C -2.67167 1.03464 2.19177
N -2.15688 0.01689 1.42139
C -2.82363 0.05644 0.27851
H -4.46667 2.27213 -1.22723
H -5.71138 1.33623 -0.37995
H -4.63259 0.52795 -1.52181
H -4.29427 2.48904 1.76754
H -2.29357 1.24981 3.17654
H -2.64472 -0.59906 -0.55809
*
```

Density functional theory data (ωB97M-V/def2-TZVPD) for a molecular structure, C29H33FeN5O3.

Values from the calculation:
⟨S²⟩ = 6.019
E_HOMO (alpha / beta) = -7.80 / -8.13 eV
HOMO-LUMO gap (alpha / beta) = 8.1838 / 8.4587 eV

The geometry in ORCA input format:
```
! RIJCOSX wB97M-V def2-TZVPD def2/J DEFGRID3
* xyz 0 5
Fe -0.20496 0.52023 0.10241
C 0.04407 2.99356 3.33763
C -1.00968 1.94641 3.56056
C -2.11900 2.21088 4.35468
C -3.09266 1.24621 4.56475
C -2.94780 -0.00663 3.99167
C -1.84338 -0.30781 3.20021
C -1.65853 -1.70328 2.66912
C -0.88550 0.68427 2.96954
N 0.18118 0.44043 2.05698
C 1.41581 0.18414 2.53803
O 1.76450 0.05468 3.70294
C 2.42908 0.10733 1.40832
C 3.80105 0.18491 1.56106
C 4.57495 0.27939 0.40759
C 3.97329 0.33073 -0.84574
C 2.59285 0.24594 -0.90148
N 1.88031 0.08829 0.20182
C 1.75239 0.43514 -2.15321
O 2.28463 0.42466 -3.25650
N 0.45333 0.61308 -1.83630
C -0.52710 0.69858 -2.85951
C -0.73972 -0.36080 -3.75636
C 0.18043 -1.54781 -3.80876
C -1.82835 -0.29926 -4.62180
C -2.68586 0.78879 -4.62713
C -2.44708 1.84353 -3.76041
C -1.37607 1.81329 -2.87526
C -1.13676 2.97862 -1.95487
H -0.28322 3.96059 3.71748
H 0.28000 3.09708 2.27637
H 0.97057 2.71646 3.84505
H -2.21857 3.18903 4.81065
H -3.95207 1.46579 5.18545
H -3.69094 -0.77530 4.17412
H -2.60146 -2.25317 2.69161
H -0.93262 -2.25030 3.27545
H -1.27573 -1.70857 1.65069
H 4.22485 0.19244 2.55514
H 5.65194 0.35255 0.48911
H 4.53334 0.45267 -1.76183
H 0.44960 -1.89392 -2.80804
H 1.11570 -1.28167 -4.30048
H -0.28469 -2.37016 -4.35354
H -1.99391 -1.12023 -5.31057
H -3.52142 0.82413 -5.31472
H -3.09672 2.71157 -3.77188
H -1.81001 3.80112 -2.19752
H -0.10883 3.33666 -2.02201
H -1.31165 2.72679 -0.90217
C -2.02402 -2.35503 -1.20151
N -3.23337 -1.60099 -0.92179
C -4.48565 -2.32596 -1.09577
C -5.61467 -1.36418 -1.39809
C -5.64009 -0.30318 -0.31864
N -4.33743 0.33583 -0.23190
C -4.28354 1.66535 0.35776
C -3.18736 -0.33430 -0.46672
O -2.10097 0.25615 -0.25803
H -2.03119 -2.68527 -2.24180
H -1.96328 -3.22983 -0.54973
H -1.14559 -1.73704 -1.04666
H -4.70419 -2.90934 -0.19417
H -4.34366 -3.03058 -1.91564
H -6.56506 -1.89522 -1.43566
H -5.44275 -0.89215 -2.36778
H -5.91347 -0.74380 0.64772
H -6.37506 0.46937 -0.54451
H -5.10871 2.25271 -0.04357
H -3.34811 2.14756 0.09709
H -4.36738 1.62316 1.44731
*
```

Density functional theory data (ωB97M-V/def2-TZVPD) for a molecular structure, C29H33N8ReSSe.

Values from the calculation:
⟨S²⟩ = 0.784
E_HOMO (alpha / beta) = -15.93 / -16.23 eV
HOMO-LUMO gap (alpha / beta) = 5.8467 / 6.1787 eV
Relative energy (zero: lowest compared OMol25 entry of this formula, charge and spin) = 3.791 eV

The geometry in ORCA input format:
```
! RIJCOSX wB97M-V def2-TZVPD def2/J DEFGRID3
* xyz 3 2
Re 0.97698 -0.01652 0.40698
C 1.93450 -1.24524 -1.30123
C 1.73419 -2.58997 -0.84371
C 0.65765 -3.18605 -1.57103
C 0.29423 -2.33084 -2.59891
C 1.11276 -1.18775 -2.51248
C 1.29944 -0.16587 -3.57899
C -0.73737 -2.62175 -3.65525
C 0.10624 -4.55449 -1.31213
C 2.64904 -3.37370 0.02574
C 3.37091 -0.70250 -1.42803
H 2.09868 -0.51201 -4.24954
H 1.61896 0.80179 -3.18589
H 0.41532 -0.03031 -4.20159
H -0.55251 -3.58919 -4.12354
H -0.74284 -1.87580 -4.44825
H -1.74266 -2.66894 -3.22711
H 0.78844 -5.32551 -1.69437
H -0.85292 -4.70678 -1.80832
H -0.00584 -4.74843 -0.23844
H 3.18137 -4.09409 -0.60992
H 2.10385 -3.98152 0.76031
H 3.40114 -2.76425 0.52238
H 3.39038 0.37867 -1.61456
H 3.89339 -1.16853 -2.27146
H 3.96517 -0.90216 -0.54121
Se -1.62640 7.18650 0.05489
N -0.76425 6.29151 1.31224
C -0.67697 5.07312 0.86084
C -0.02316 3.99328 1.60346
C 0.48689 4.14991 2.89572
C 1.07317 3.07664 3.53611
C 1.17271 1.86893 2.87496
N 0.69582 1.70060 1.62466
C 0.07940 2.75564 0.99959
C -0.52148 2.47259 -0.29821
N -0.42105 1.17975 -0.73489
C -1.08166 0.86962 -1.85617
C -1.77739 1.80393 -2.61526
C -1.82271 3.11294 -2.20024
C -1.20396 3.45390 -0.99708
C -1.25599 4.80677 -0.42901
N -1.82200 5.80910 -1.03832
H 0.39827 5.11969 3.38010
H 1.46585 3.16602 4.54193
H 1.63703 1.01275 3.34218
H -1.06808 -0.16928 -2.14157
H -2.26800 1.48700 -3.52887
H -2.34426 3.88102 -2.76726
S -0.54354 -1.48564 1.32613
C -2.22794 -0.94629 1.11393
N -2.60973 0.28535 1.37155
C -4.03590 0.71362 1.33324
C -4.91187 -0.48023 1.66581
C -4.58105 -1.61871 0.72238
N -3.10655 -1.85585 0.74661
H -1.91397 0.90043 1.75783
H -4.26637 1.10655 0.34362
H -4.16570 1.51437 2.05497
H -5.96330 -0.21743 1.58194
H -4.72295 -0.79110 2.69638
H -4.88475 -1.38777 -0.29655
H -5.07491 -2.53713 1.01909
H -2.75878 -2.78640 0.57491
N 2.69184 -1.51081 2.64246
C 3.87471 -1.44332 3.27721
C 4.59225 -0.42526 2.69693
C 3.74995 0.07481 1.70271
N 2.58415 -0.59440 1.66097
H 1.92986 -2.13229 2.83523
H 4.12237 -2.11650 4.08764
H 5.58928 -0.09246 2.95245
H 3.94263 0.88627 1.01335
*
```

Table of E (eV), in record order: -209463.518, -107446.496, -78592.771, -120816.498